The following is a quantum chemistry calculation of a 2-piece molecular cluster, C2H6NP overall at a distorted geometry, from OMol25.

```
! wB97M-V def2-TZVPD RIJCOSX def2/J DEFGRID3
* xyz 0 3
C 0.242 -0.405 1.063
C 1.368 -0.105 0.173
N 0.247 0.767 0.241
P -1.318 0.418 -1.841
H -0.357 -1.354 0.926
H 0.124 -0.262 2.077
H 2.197 0.285 0.599
H 1.689 -0.620 -0.641
H -2.208 1.564 -1.715
H -1.984 -0.287 -0.880
*
```

**Calculated total energy**: -12944.393 eV
**Strongest force on any atom**: 3.465 eV Å⁻¹
**LUMO energy (spin up / spin down)**: 1.13 / -1.60 eV
**ΔE to the lowest compared entry with this formula, charge and spin**: 130.51 kJ/mol